Entry 1:
A molecular structure, C35H26BeClIN3O5P in a non-equilibrium geometry. Source: the OMol25 dataset; level of theory: wB97M-V/def2-TZVPD.

Last column: Löwdin charge in e.
Element x y z (Å)
C: 2.225 -0.026 4.408  -0.026
C: 4.514 0.022 3.726  -0.073
H: 3.058 -2.427 1.584  0.102
C: 3.113 2.755 0.157  -0.113
H: -6.445 3.005 -3.219  0.127
C: 4.119 0.080 2.405  -0.094
H: 5.568 0.042 3.972  0.105
C: 3.882 -2.774 -2.167  -0.088
O: -5.116 4.162 -1.554  0.071
C: -2.222 2.173 1.937  -0.045
H: -5.117 2.590 -4.337  0.134
N: -4.853 2.060 -2.333  0.101
C: 3.685 -3.745 0.017  -0.086
O: -6.294 0.991 -3.744  -0.030
C: 5.004 3.786 -0.892  -0.097
C: -1.712 -1.229 -1.292  -0.410
H: -3.076 -2.123 2.761  0.132
H: 3.887 -0.125 5.762  0.104
H: -3.714 4.752 0.341  0.126
C: -2.242 -2.754 -3.117  -0.161
H: 3.746 -4.604 0.673  0.101
C: 4.814 1.385 -0.843  -0.099
C: 3.565 -0.051 4.731  -0.073
Be: -1.448 -0.236 0.874  0.094
C: -5.706 2.243 -3.478  -0.244
N: -2.559 1.176 1.117  0.078
C: -3.352 1.432 0.073  -0.025
C: 2.769 0.075 2.047  -0.301
H: -4.021 -5.097 -0.200  0.098
H: -2.343 4.267 2.389  0.114
C: -3.626 -3.719 1.393  -0.029
C: 1.800 0.037 3.079  -0.110
C: -2.811 -3.659 -2.256  -0.614
H: -4.435 1.149 -2.242  0.129
H: 6.456 2.448 -1.720  0.101
C: -3.574 -4.157 0.094  0.002
H: -1.622 1.897 2.797  0.101
H: 4.266 -4.841 -1.737  0.099
H: 2.177 2.822 0.704  0.099
C: 3.494 -1.547 -1.655  -0.118
C: -3.038 -2.496 1.745  -0.056
N: -2.428 -1.741 0.859  0.120
C: 3.297 -2.516 0.532  -0.085
H: -6.830 1.062 -4.538  0.092
C: -3.782 2.704 -0.249  -0.079
Cl: -3.387 -5.181 -2.860  0.688
P: 2.396 0.154 0.240  1.144
O: -0.234 -0.301 1.791  -0.026
C: 3.598 1.487 -0.178  -0.385
O: -0.384 0.603 3.797  0.039
C: 3.806 3.899 -0.197  -0.086
H: -2.201 -2.979 -4.174  0.097
C: -2.631 3.478 1.709  -0.009
C: 0.296 0.139 2.894  -0.517
H: 3.410 4.874 0.057  0.101
C: -4.645 3.045 -1.431  -0.436
H: 5.227 0.410 -1.073  0.098
C: -1.725 -1.541 -2.645  -0.628
H: 4.094 -2.872 -3.224  0.102
H: 3.403 -0.689 -2.310  0.103
C: 5.511 2.534 -1.198  -0.087
C: -2.367 -2.155 -0.428  -0.118
H: 1.467 -0.063 5.180  0.116
H: -3.647 0.563 -0.501  0.122
C: 3.977 -3.880 -1.332  -0.095
C: -2.931 -3.366 -0.880  -0.166
O: -1.214 -0.164 -0.747  -0.091
H: -4.124 -4.302 2.154  0.110
C: -3.393 3.749 0.588  0.026
C: 3.201 -1.398 -0.296  -0.372
I: -0.986 -0.101 -3.976  0.892
H: 4.870 0.132 1.627  0.105
H: 5.539 4.677 -1.194  0.099

Results
Highest occupied orbital energy (eV): -7.758
Energy above the lowest of the compared OMol25 structures with the same formula, charge and spin (kcal per mole): 10.9
Orbital gap (Eh): 0.267
2S+1: 1


Entry 2:
A molecular structure, C35H26Cl2CoN2O7PS in a non-equilibrium geometry. Source: the OMol25 dataset; level of theory: wB97M-V/def2-TZVPD.

Last column: Mulliken spin population.
Element x y z (Å)
Cl: -3.463 -3.629 -5.537  0.000
H: 5.084 -1.330 -1.872  0.000
C: -1.444 -1.975 -1.767  0.001
C: -2.851 -2.074 2.068  0.002
C: 1.262 4.887 0.668  0.000
H: -1.935 -2.552 2.376  0.000
H: -5.977 -1.349 2.375  0.000
C: 0.491 0.919 -2.308  0.002
S: -0.325 2.887 1.753  0.003
H: 3.598 4.820 -1.774  0.000
C: 1.482 -2.077 3.371  -0.002
C: 2.901 0.000 1.006  -0.002
O: -0.014 -1.219 1.795  0.005
C: -1.349 0.360 3.850  -0.001
H: 0.391 -1.169 -4.986  0.000
H: 2.597 6.366 -0.123  0.000
N: -2.981 -1.312 1.012  0.000
H: 2.284 0.389 1.805  0.000
C: -0.270 -0.565 4.100  -0.001
O: -0.784 -1.516 -0.797  0.023
C: -0.270 0.874 -5.003  -0.001
H: 4.431 -0.720 2.314  0.000
C: 4.468 -0.965 -1.058  0.000
C: 2.256 5.340 -0.184  0.000
C: -3.090 -1.774 -3.602  0.001
C: -1.760 -3.769 -3.411  0.002
H: 2.956 -0.231 -2.374  0.000
C: -4.288 -0.892 0.993  0.002
H: 2.818 2.485 -1.925  0.000
C: 1.242 -1.540 5.698  -0.001
C: 2.381 3.157 -1.196  -0.002
H: -0.565 0.855 -6.045  0.000
C: 0.643 -0.236 -3.077  -0.002
Co: -1.219 -0.002 0.619  0.971
H: 5.828 -1.615 0.470  0.000
H: -3.748 0.478 -2.533  0.002
H: -4.654 -0.238 0.221  0.000
C: -1.159 -3.282 -2.284  0.004
H: -0.895 2.902 -4.691  0.000
C: 0.361 -1.261 3.011  0.004
H: 1.028 -1.134 -2.616  0.000
C: 0.195 -0.705 5.413  0.001
O: 0.540 1.945 2.448  0.000
C: 0.834 3.573 0.580  0.001
H: -1.502 -4.747 -3.796  0.000
O: -1.333 2.244 0.894  0.011
H: -0.408 -3.864 -1.764  0.000
H: 2.734 -2.869 4.909  0.000
O: -2.403 0.693 -1.068  0.008
C: -2.727 -3.000 -4.082  0.000
N: -4.025 -2.191 2.722  0.000
H: -0.293 -0.150 6.206  0.000
P: 0.805 0.925 -0.500  -0.029
C: 2.816 4.470 -1.111  0.000
H: -4.171 -2.683 3.583  0.000
H: -3.838 -1.185 -4.120  0.000
C: -4.956 -1.431 2.049  -0.001
C: 3.255 -0.350 -1.343  0.000
O: -2.021 0.433 2.834  0.001
C: -0.453 2.021 -4.243  0.001
C: 0.275 -0.256 -4.414  0.001
H: 1.993 -2.592 2.566  0.000
C: -0.080 2.042 -2.908  -0.002
C: 4.892 -1.114 0.252  -0.001
C: 4.110 -0.615 1.285  0.000
Cl: 1.782 -1.752 7.349  0.000
C: -2.475 -1.243 -2.456  -0.004
C: 1.897 -2.226 4.668  0.001
C: 1.378 2.685 -0.351  0.000
C: 2.450 0.124 -0.311  -0.001
H: 0.807 5.520 1.419  0.000
O: -0.833 3.967 2.569  -0.001
H: -0.252 2.933 -2.316  0.000
H: -1.569 1.059 4.682  0.000
C: -2.886 0.044 -1.988  0.004

Results
Highest occupied orbital energy (alpha / beta) (eV): -4.945 / -4.924
Energy above the lowest of the compared OMol25 structures with the same formula, charge and spin (kcal per mole): 0.0
Total charge: -1
Orbital gap (alpha / beta) (Eh): 0.274 / 0.274
2S+1: 2


Entry 3:
A molecular structure, C35H26Cl3MnN4O3P in a non-equilibrium geometry. Source: the OMol25 dataset; level of theory: wB97M-V/def2-TZVPD.

Last column: Mulliken spin population.
Element x y z (Å)
C: 2.600 0.494 2.836  0.009
H: 5.402 -0.150 -0.105  0.000
N: -0.771 0.842 3.238  -0.044
Cl: -2.800 3.558 4.670  0.001
C: 1.400 -3.474 -1.328  0.000
P: 0.614 -1.039 -0.362  -0.025
C: -1.502 -2.079 -1.864  -0.001
O: -1.959 -0.257 0.993  0.005
C: -1.256 2.813 4.766  0.019
C: -3.710 0.738 -0.262  0.006
C: -2.758 -0.829 -3.490  -0.001
C: -5.452 1.748 -1.574  0.000
C: 2.871 2.896 1.558  0.006
C: 4.532 -0.066 -0.744  0.000
H: 1.458 -2.930 -2.264  0.000
N: 1.641 0.908 2.012  0.008
C: -2.352 0.769 0.332  -0.011
H: -6.321 -1.386 -0.628  0.000
C: 4.646 0.481 -2.016  -0.001
C: -0.881 0.183 -2.383  -0.005
C: -0.650 -0.993 -1.669  0.001
C: 0.628 -2.899 2.415  0.010
C: 3.883 2.453 2.394  0.001
O: 0.290 -1.649 2.514  -0.011
H: 3.230 -0.961 0.691  -0.003
H: 1.227 -5.365 2.003  0.000
C: 1.639 -5.512 -0.101  0.000
C: 0.949 -3.492 1.046  0.002
C: -1.057 1.695 3.966  0.063
C: -6.213 0.592 -1.452  -0.001
H: 1.299 3.865 -0.852  0.000
C: 2.167 -0.418 -1.098  0.005
Cl: 0.205 4.250 3.551  0.129
O: 0.739 -3.619 3.385  0.022
H: -1.358 -2.991 -1.300  0.000
C: 3.744 1.242 3.052  0.002
C: -2.549 -1.995 -2.768  0.000
H: -4.077 -1.249 0.429  0.001
H: 2.932 3.854 1.064  0.001
H: 4.501 0.876 3.731  0.000
H: -3.598 2.715 -1.069  0.000
H: -0.269 1.059 -2.211  -0.001
N: -1.608 1.837 0.104  -0.009
C: -1.922 0.259 -3.295  0.001
H: 0.585 4.617 0.591  0.001
H: 2.425 -0.460 3.319  -0.004
C: 0.492 3.794 -0.119  0.000
C: 2.296 0.104 -2.381  0.001
H: -7.189 0.536 -1.916  0.000
H: -2.093 1.181 -3.836  0.000
H: -3.209 -2.843 -2.901  0.000
C: -5.726 -0.487 -0.728  0.001
H: -3.582 -0.763 -4.188  0.000
H: 2.015 -5.321 -2.213  0.000
H: -5.836 2.593 -2.131  0.000
C: 0.567 2.502 0.610  -0.036
H: 5.605 0.835 -2.372  0.000
C: -4.477 -0.416 -0.133  0.000
C: 3.530 0.555 -2.833  0.000
N: -0.383 1.636 0.672  0.019
H: 1.880 -6.566 -0.066  0.000
Cl: -0.508 2.776 6.314  0.001
C: -4.203 1.823 -0.981  -0.002
H: 1.444 0.149 -3.043  0.000
C: 3.303 -0.512 -0.292  -0.001
C: 1.748 2.103 1.395  0.020
C: 1.713 -4.818 -1.303  0.000
C: 1.003 -2.803 -0.168  -0.002
H: 4.764 3.062 2.545  0.000
H: -0.467 3.874 -0.622  0.000
C: 1.270 -4.851 1.054  -0.001
Mn: -0.116 -0.035 1.642  0.823
H: 3.615 0.959 -3.833  0.000

Results
Highest occupied orbital energy (alpha / beta) (eV): -7.322 / -7.689
Orbital gap (alpha / beta) (Eh): 0.175 / 0.201
2S+1: 2


| no. | molecular weight (g mol⁻¹) |
| --- | --- |
| 1 | 771.0 |
| 2 | 779.5 |
| 3 | 742.9 |